{"formula": "C4H7Br3MgN", "method": "ωB97M-V/def2-TZVPD", "e_homo_ev": -5.699, "lumo_energy_ev": 0.55, "multiplicity": 1, "molar_mass_g_mol": 333.12, "charge": -1, "de_lowest_ev": 4.8591, "gap_ev": 6.2, "elements": ["Mg", "Br", "Br", "Br", "C", "C", "C", "C", "N", "H", "H", "H", "H", "H", "H", "H"], "coordinates": [[-0.744, -1.155, 4.034], [-2.319, 1.555, 5.513], [-1.608, -4.328, 5.483], [2.392, -0.938, 3.395], [1.110, 1.551, -1.367], [0.788, 0.191, -2.024], [-0.710, -0.305, -1.899], [-1.268, -0.498, -0.526], [-1.601, -0.710, 0.536], [2.182, 1.647, -1.194], [0.648, 1.776, -0.406], [0.875, 2.407, -2.000], [1.391, -0.648, -1.676], [1.022, 0.197, -3.088], [-0.931, -1.257, -2.382], [-1.225, 0.516, -2.398]], "forces_ev_per_a": [[0.76, 0.13, 0.89], [0.71, -1.26, -0.78], [0.30, 1.29, -0.68], [-1.85, -0.10, 0.23], [0.32, -0.03, -0.17], [-0.65, -1.11, 0.65], [0.19, 1.07, 0.42], [1.61, 0.75, -2.32], [-0.63, -0.34, 1.93], [0.07, -0.23, 0.01], [-0.21, -0.55, 0.04], [-0.29, -0.16, -0.29], [0.34, 0.36, 0.56], [-0.24, 0.33, -0.11], [0.36, 0.18, -0.43], [-0.78, -0.34, 0.07]], "lowdin_charge": [0.668, -0.588, -0.625, -0.514, -0.098, -0.232, -0.167, -0.215, 0.147, 0.070, 0.074, 0.065, 0.101, 0.097, 0.109, 0.107]}